(1)
ORCA calculation (ωB97M-V with the def2-TZVPD basis set) on a cluster of 2 separate species, C2H7N3 in total at a distorted geometry.

* relative energy (zero: lowest compared OMol25 entry of this formula, charge and spin): 511.25 kJ/mol
* frontier orbital gap (alpha / beta): 11.43 / 8.44 eV
* total charge: +2
* E: -6633.9234 eV
* E_HOMO (alpha / beta): -21.639 / -20.464 eV
* multiplicity: 1

Each line ends with the Mulliken charge.
Cartesian coordinates (Å):
C -1.163 0.071 -0.119  0.4735
C 1.186 0.071 -0.195  0.1462
N -2.380 -0.311 -0.026  -0.1884
N 2.404 -0.211 0.095  -0.0851
N 0.019 -0.567 0.066  -0.0567
H -0.992 1.211 -0.153  0.0319
H 0.730 2.529 -0.006  0.2476
H -3.256 0.330 -0.034  0.3495
H -2.615 -1.256 -0.027  0.2569
H 3.052 0.477 0.025  0.2973
H 2.884 -1.040 0.278  0.2526
H -0.038 -1.517 0.220  0.2747

(2)
ORCA calculation (ωB97M-V with the def2-TZVPD basis set) on a structure of composition C2H4N2S2 at a distorted geometry.

* relative energy (zero: lowest compared OMol25 entry of this formula, charge and spin): 230.28 kJ/mol
* frontier orbital gap: 8.13 eV
* E: -26787.6279 eV
* E_HOMO: -9.059 eV
* multiplicity: 1

Each line ends with the Mulliken charge.
Cartesian coordinates (Å):
C 0.327 -0.361 -0.208  0.6209
C -0.769 0.554 0.432  0.0703
H 0.726 -1.767 -1.169  0.3128
H -1.088 -1.972 -1.092  0.2764
H 1.638 0.471 0.867  0.1975
H 0.744 2.435 0.881  0.1244
N -0.179 -1.365 -1.019  -0.4641
N 1.589 -0.169 -0.030  -0.6976
S -0.700 2.198 0.787  -0.1262
S -2.288 -0.023 0.550  -0.3146

(3)
ORCA calculation (ωB97M-V with the def2-TZVPD basis set) on an isolated molecule of C3H4ClN3.

* relative energy (zero: lowest compared OMol25 entry of this formula, charge and spin): 21.99 kJ/mol
* frontier orbital gap: 8.44 eV
* E: -20168.3299 eV
* E_HOMO: -7.630 eV
* multiplicity: 1

Each line ends with the Mulliken charge.
Cartesian coordinates (Å):
C -1.080 -0.835 0.274  0.2927
C -0.223 -1.180 -0.696  -0.4493
C 0.492 0.812 0.202  0.2799
H -0.223 -2.047 -1.337  0.4054
H 1.523 -0.134 -1.370  0.1627
H 1.906 2.039 -0.070  0.1920
H -1.086 0.876 1.574  0.1784
N 0.738 -0.165 -0.757  -0.0632
N 1.095 1.898 0.502  -0.7103
N -0.661 0.367 0.824  -0.1046
Cl -2.481 -1.631 0.854  -0.1839

(4)
ORCA calculation (ωB97M-V with the def2-TZVPD basis set) on a cluster of 2 separate species, C3H7N2O2 in total.

* relative energy (zero: lowest compared OMol25 entry of this formula, charge and spin): 52.14 kJ/mol
* frontier orbital gap: 8.00 eV
* total charge: -1
* E: -10301.0946 eV
* E_HOMO: -4.024 eV
* multiplicity: 1

Each line ends with the Mulliken charge.
Cartesian coordinates (Å):
C 0.602 -1.035 -1.621  -0.8137
C -0.286 -0.187 -2.125  0.2316
N -0.732 -0.173 -3.466  -0.5435
H 1.105 -1.751 -2.268  0.2214
H 0.847 -0.946 -0.569  0.2371
H -0.647 0.604 -1.479  0.2285
H -0.030 -0.401 -4.154  0.1959
H -1.185 0.693 -3.714  0.2306
N -0.243 0.882 3.066  -0.5695
C 0.176 0.309 1.821  0.6393
O -0.164 0.932 0.789  -0.7125
O 0.856 -0.738 1.917  -0.7470
H -1.104 1.407 3.029  0.1994
H -0.224 0.203 3.811  0.2024